DFT (ωB97M-V/def2-TZVPD) results for a single C19H14N4O3 molecule in a non-equilibrium geometry.

Geometry (Å):
N -1.24 2.33 -4.79
C -1.54 1.38 -3.83
O -2.42 0.56 -4.08
C -0.64 1.19 -2.76
C -0.65 0.19 -1.87
N -1.62 -0.82 -1.90
C -1.93 -1.64 -0.86
C -0.95 -2.28 -0.07
C -1.32 -3.20 0.93
C -2.70 -3.47 1.12
C -3.68 -2.85 0.35
C -3.27 -1.92 -0.65
O 0.35 0.31 -0.93
C 0.98 1.49 -1.20
C 1.97 2.09 -0.43
C 2.51 1.65 0.85
C 3.72 2.11 1.28
N 4.00 1.59 2.50
C 2.94 0.82 2.94
N 2.85 0.16 4.09
C 1.74 -0.54 4.34
C 0.70 -0.62 3.41
C 0.82 0.04 2.18
C 1.98 0.77 1.92
C 0.47 2.01 -2.44
O 0.88 2.98 -3.07
H -1.95 2.56 -5.48
H -0.50 2.96 -4.54
H -2.27 -0.67 -2.68
H 0.10 -2.08 -0.28
H -0.54 -3.67 1.53
H -2.99 -4.19 1.89
H -4.73 -3.05 0.49
H -4.03 -1.51 -1.28
H 2.38 2.99 -0.85
H 4.33 2.80 0.73
H 4.79 1.81 3.07
H 1.66 -1.07 5.28
H -0.18 -1.21 3.60
H -0.01 0.01 1.49

Values from the calculation:
net charge = 0
LUMO level = -0.39 eV
structure (SMILES) = NC(=O)C1=C(Nc2ccccc2)O/C(=C\c2c[nH]c3ncccc23)C1=O



DFT (ωB97M-V/def2-TZVPD) results for a single C4H6N2O molecule.

Geometry (Å):
C 0.46 2.04 -1.89
N 0.01 1.82 -0.52
C 0.15 0.80 0.11
C 0.29 -0.27 0.87
C -0.76 -1.31 0.86
N -0.54 -2.35 1.73
O -1.75 -1.26 0.15
H -0.18 2.78 -2.36
H 1.48 2.44 -1.85
H 0.46 1.11 -2.47
H 1.17 -0.35 1.50
H 0.35 -2.48 2.18
H -1.17 -3.13 1.68

Values from the calculation:
net charge = 0
LUMO level = 0.82 eV
ΔE to the lowest compared entry with this formula, charge and spin = 129.5 kJ/mol
structure (SMILES) = CN=C=CC(N)=O



DFT (ωB97M-V/def2-TZVPD) results for a single C20H28O2 molecule in a non-equilibrium geometry.

Geometry (Å):
C -1.43 -4.92 0.58
C -1.93 -3.82 1.59
C -1.11 -3.84 2.91
C 0.34 -3.39 2.81
C 0.53 -2.24 1.85
C 1.21 -2.44 0.66
C 1.30 -1.36 -0.31
O 2.01 -1.72 -1.42
C 0.53 -0.22 -0.13
C -0.07 0.00 1.13
C -0.02 -1.03 2.15
O -0.82 1.17 1.46
C -1.22 2.01 0.35
C -2.29 1.41 -0.56
C -1.64 3.36 1.12
C -0.01 2.30 -0.47
C -0.21 3.44 -1.51
C 1.13 3.67 -2.36
C 2.13 2.53 -2.26
C 3.39 2.82 -3.14
C 1.95 1.32 -1.61
C 0.52 0.96 -1.09
H -2.10 -4.93 -0.33
H -0.45 -4.68 0.31
H -1.42 -6.02 0.92
H -1.74 -2.77 1.19
H -2.94 -4.05 1.82
H -1.58 -3.18 3.54
H -1.09 -4.88 3.35
H 0.79 -3.13 3.82
H 1.05 -4.17 2.37
H 1.89 -3.31 0.62
H 1.67 -1.29 -2.23
H -0.60 -0.80 3.00
H -2.05 0.44 -0.96
H -3.16 1.25 0.12
H -2.61 2.16 -1.27
H -2.48 3.22 1.76
H -1.91 4.19 0.44
H -0.74 3.60 1.71
H 0.74 2.72 0.23
H -1.02 3.09 -2.18
H -0.61 4.36 -1.01
H 0.88 3.70 -3.40
H 1.62 4.53 -1.88
H 3.74 3.88 -3.02
H 4.13 2.09 -2.75
H 3.18 2.68 -4.27
H 2.69 0.51 -1.68
H -0.12 0.78 -1.97

Values from the calculation:
net charge = 0
LUMO level = 0.66 eV
ΔE to the lowest compared entry with this formula, charge and spin = 259.7 kJ/mol
structure (SMILES) = CCCCc1cc(O)c2c(c1)OC(C)(C)[C@@H]1CCC(C)=C[C@@H]21



DFT (ωB97M-V/def2-TZVPD) results for 2 unconnected molecules or ions with the total composition C10H16 in a non-equilibrium geometry.

Geometry (Å):
C -1.46 2.64 0.52
C -0.92 1.79 -0.60
C -1.63 0.73 -1.10
C -1.07 -0.22 -1.98
C 0.23 0.01 -2.41
C 0.81 1.24 -2.18
C 0.30 2.11 -1.22
H -2.19 3.37 0.19
H -0.70 3.23 1.03
H -1.82 2.02 1.35
H -2.60 0.42 -0.73
H -1.56 -1.17 -2.11
H 0.83 -0.79 -2.84
H 1.75 1.55 -2.62
H 0.91 2.92 -0.84
C 1.72 -0.95 1.00
C 0.97 -1.82 2.03
C -0.14 -2.64 1.38
H 2.80 -0.89 1.18
H 1.28 0.03 0.86
H 1.69 -1.44 0.03
H 1.68 -2.50 2.46
H 0.60 -1.17 2.80
H -0.87 -1.96 0.93
H 0.12 -3.44 0.71
H -0.74 -3.09 2.17

Values from the calculation:
net charge = 0
LUMO level = 0.99 eV
ΔE to the lowest compared entry with this formula, charge and spin = 67.7 kJ/mol
structure (SMILES) = Cc1ccccc1.CCC



DFT (ωB97M-V/def2-TZVPD) results for a single C11H22NO2 molecule.

Geometry (Å):
C 2.85 -0.65 0.88
C 2.63 0.40 -0.20
C 1.17 0.65 -0.62
O 1.18 1.49 -1.79
C 0.48 -0.66 -1.12
C -0.69 -1.30 -0.32
C -0.25 -2.60 0.34
C -1.87 -1.63 -1.25
N -1.18 -0.37 0.76
O -1.03 -0.75 1.97
C -1.09 1.10 0.54
C -1.75 1.79 1.72
C -1.78 1.53 -0.75
C 0.42 1.37 0.51
H 3.88 -0.63 1.22
H 2.20 -0.50 1.75
H 2.65 -1.65 0.50
H 3.17 0.12 -1.11
H 3.04 1.37 0.13
H 1.68 2.29 -1.57
H 0.14 -0.43 -2.12
H 1.25 -1.42 -1.24
H -1.07 -3.06 0.88
H 0.57 -2.43 1.05
H 0.09 -3.28 -0.44
H -2.77 -1.82 -0.66
H -2.09 -0.83 -1.96
H -1.64 -2.53 -1.83
H -2.76 1.41 1.87
H -1.19 1.63 2.64
H -1.80 2.86 1.52
H -1.32 1.13 -1.65
H -2.84 1.26 -0.72
H -1.71 2.62 -0.82
H 0.81 1.07 1.48
H 0.60 2.45 0.41

Values from the calculation:
⟨S²⟩ = 0.754
net charge = 0
LUMO level (alpha / beta) = 0.76 / 0.76 eV
2S+1 = 2
ΔE to the lowest compared entry with this formula, charge and spin = 0.0 kJ/mol



DFT (ωB97M-V/def2-TZVPD) results for a single C10H12O3 molecule in a non-equilibrium geometry.

Geometry (Å):
C -2.39 -0.83 1.90
C -1.40 -0.45 0.91
C -1.24 -1.20 -0.18
C -0.04 -1.14 -1.04
C 0.74 0.18 -1.04
C 0.25 1.33 -1.95
C 2.21 -0.16 -1.27
O 2.56 -0.38 -2.40
O 2.96 -0.20 -0.22
C 2.26 0.30 0.81
O 2.63 0.27 1.97
C 0.91 0.85 0.41
C -0.31 0.59 1.27
H -3.06 -1.54 1.40
H -2.01 -1.32 2.87
H -2.90 0.04 2.29
H -1.98 -1.96 -0.46
H 0.58 -1.99 -0.80
H -0.31 -1.30 -2.07
H 0.32 1.16 -3.06
H -0.87 1.56 -1.63
H 0.93 2.14 -1.76
H 1.04 1.86 0.40
H 0.03 0.60 2.34
H -0.92 1.57 1.32

Values from the calculation:
net charge = 0
LUMO level = 0.58 eV
ΔE to the lowest compared entry with this formula, charge and spin = 140.7 kJ/mol
structure (SMILES) = CC1=CC[C@]2(C)C(=O)OC(=O)[C@@H]2C1



DFT (ωB97M-V/def2-TZVPD) results for a molecular structure, C11H24GaO5Se2.

Geometry (Å):
Ga -0.36 -0.01 -0.67
C -1.04 2.74 -1.76
O -0.50 1.44 -2.12
C 0.58 1.50 -3.07
C 1.14 0.10 -3.14
O 1.30 -0.40 -1.80
C 2.64 -0.38 -1.23
C 3.21 1.01 -1.14
O 2.27 1.82 -0.49
C 2.80 3.06 -0.05
H -1.41 3.22 -2.66
H -0.25 3.33 -1.29
H -1.85 2.57 -1.06
H 1.31 2.22 -2.71
H 0.19 1.81 -4.04
H 2.09 0.07 -3.67
H 0.44 -0.58 -3.62
H 3.27 -1.04 -1.83
H 2.51 -0.81 -0.23
H 3.45 1.41 -2.14
H 4.15 0.95 -0.58
H 3.64 2.90 0.64
H 2.00 3.58 0.47
H 3.14 3.67 -0.90
O -1.13 -3.82 1.98
C -0.67 -2.48 1.96
C -1.90 -1.58 1.91
C -2.87 -2.00 3.04
O -2.25 -1.99 4.31
C -2.72 -1.77 0.62
Se -1.87 -1.66 -1.17
C -1.55 -0.12 2.23
Se 0.05 0.74 1.44
H -0.38 -4.42 1.89
H -0.03 -2.30 1.10
H -0.10 -2.24 2.86
H -3.28 -2.99 2.81
H -3.70 -1.29 3.08
H -1.91 -2.88 4.49
H -3.55 -1.08 0.61
H -3.12 -2.78 0.61
H -1.35 -0.05 3.30
H -2.40 0.52 2.01

Values from the calculation:
net charge = +1
LUMO level = -2.22 eV



DFT (ωB97M-V/def2-TZVPD) results for a molecular structure, C5H8O2.

Geometry (Å):
O 2.64 -0.17 0.02
C 1.48 0.18 -0.52
C 0.39 -0.88 -0.56
C -0.72 -0.07 0.08
C -1.96 0.32 -0.59
O -1.95 -0.66 0.46
C 0.09 0.82 0.97
H 2.57 -1.04 0.47
H 1.01 1.21 -0.06
H 0.63 -1.73 0.11
H 0.20 -1.28 -1.56
H -2.43 1.27 -0.33
H -2.18 -0.07 -1.58
H 0.54 0.31 1.83
H -0.32 1.80 1.24

Values from the calculation:
net charge = 0
LUMO level = 0.76 eV
ΔE to the lowest compared entry with this formula, charge and spin = 510.2 kJ/mol



DFT (ωB97M-V/def2-TZVPD) results for a molecular structure, C54H58BBaN6O7PS in a non-equilibrium geometry.

Geometry (Å):
Ba -0.24 -0.03 0.25
O -2.03 -3.00 -1.55
C -2.48 -3.74 -0.42
C -1.42 -4.71 0.06
C -1.73 -5.98 0.51
C -0.70 -6.79 0.96
C 0.59 -6.31 0.94
C 0.81 -5.03 0.45
N -0.17 -4.24 0.01
H -1.09 -2.83 -1.37
H -3.39 -4.27 -0.71
H -2.72 -3.07 0.41
H -2.76 -6.32 0.52
H -0.91 -7.79 1.32
H 1.43 -6.91 1.28
H 1.81 -4.60 0.42
C 0.28 2.04 4.93
O -1.02 1.63 4.53
C -2.03 1.82 5.39
C -1.93 2.48 6.61
C -3.06 2.68 7.39
C -4.30 2.23 6.97
C -4.40 1.54 5.77
C -3.27 1.31 5.00
N -3.39 0.60 3.76
C -2.65 -0.36 3.31
C -1.68 -1.15 3.95
C -1.50 -1.32 5.35
C -0.50 -2.11 5.82
C 0.39 -2.74 4.90
C 0.25 -2.61 3.55
C -0.82 -1.82 3.01
O -0.98 -1.64 1.76
H 0.94 1.79 4.10
H 0.60 1.50 5.83
H 0.32 3.11 5.11
H -0.97 2.86 6.94
H -2.97 3.20 8.34
H -5.19 2.40 7.58
H -5.35 1.15 5.42
H -4.04 0.98 3.08
H -2.82 -0.54 2.25
H -2.18 -0.84 6.04
H -0.38 -2.27 6.89
H 1.21 -3.34 5.29
H 0.93 -3.08 2.85
C 1.38 -3.35 -5.26
P 0.71 -2.45 -3.80
C -0.94 -1.96 -4.42
C -1.73 -2.88 -5.11
C -3.02 -2.55 -5.50
C -3.54 -1.29 -5.20
C -2.76 -0.38 -4.50
C -1.47 -0.71 -4.10
C 1.68 -0.90 -3.94
C 1.58 0.00 -5.01
C 2.47 1.07 -5.12
C 3.46 1.25 -4.16
C 3.55 0.38 -3.08
C 2.66 -0.68 -2.98
H 0.98 -4.36 -5.32
H 2.46 -3.42 -5.14
H 1.16 -2.81 -6.19
H -1.35 -3.87 -5.34
H -3.63 -3.27 -6.04
H -4.55 -1.03 -5.51
H -3.15 0.61 -4.26
H -0.89 0.03 -3.57
H 0.81 -0.13 -5.76
H 2.38 1.76 -5.95
H 4.15 2.08 -4.24
H 4.32 0.52 -2.33
H 2.72 -1.36 -2.14
S 7.32 -0.60 0.48
C 5.63 -1.16 0.61
C 5.10 -2.02 -0.34
C 3.78 -2.40 -0.22
N 2.97 -1.97 0.76
C 3.50 -1.17 1.68
C 4.82 -0.74 1.66
C 7.13 0.35 -1.02
C 6.86 1.71 -0.96
C 6.68 2.42 -2.14
N 6.76 1.86 -3.35
C 7.03 0.55 -3.40
C 7.24 -0.24 -2.27
H 5.70 -2.39 -1.16
H 3.33 -3.07 -0.96
H 2.83 -0.82 2.46
H 5.20 -0.06 2.41
H 6.79 2.21 0.00
H 6.47 3.48 -2.11
H 7.09 0.11 -4.39
H 7.47 -1.29 -2.37
C -3.88 4.63 -0.08
C -3.74 3.15 -0.39
C -3.87 2.94 -1.90
O -2.41 2.73 -0.03
B -2.41 1.45 0.56
O -3.79 1.13 0.82
C -4.67 2.23 0.45
C -5.86 1.67 -0.30
C -5.15 2.88 1.74
H -3.17 5.19 -0.70
H -3.65 4.84 0.97
H -4.89 4.99 -0.30
H -3.04 3.45 -2.39
H -4.81 3.33 -2.29
H -3.79 1.88 -2.15
H -5.54 1.08 -1.16
H -6.52 2.47 -0.65
H -6.43 1.01 0.36
H -4.31 3.26 2.33
H -5.69 2.12 2.33
H -5.84 3.70 1.56
C 3.59 3.23 0.30
N 2.53 2.94 -0.65
C 2.29 3.75 -1.73
C 1.30 3.51 -2.60
C 0.45 2.34 -2.39
O -0.52 2.09 -3.11
N 0.78 1.50 -1.33
C 1.76 1.81 -0.46
O 1.98 1.09 0.57
H 3.89 4.27 0.18
H 4.45 2.58 0.14
H 3.24 3.07 1.32
H 2.95 4.60 -1.83
H 1.11 4.16 -3.44

Values from the calculation:
net charge = 0
LUMO level = -0.31 eV
ΔE to the lowest compared entry with this formula, charge and spin = 112.8 kJ/mol



DFT (ωB97M-V/def2-TZVPD) results for a single C6H9NO molecule in a non-equilibrium geometry.

Geometry (Å):
C 1.63 -0.56 0.27
C 1.28 0.90 0.55
C 0.32 1.60 -0.10
C -0.66 1.20 -1.17
C -1.21 0.02 -1.37
N -1.12 -0.93 -0.47
C -1.36 -0.75 0.76
O -1.06 -1.85 1.59
H 2.67 -0.82 0.66
H 1.71 -0.82 -0.81
H 0.81 -1.24 0.54
H 1.93 1.53 1.30
H 0.11 2.61 0.16
H -0.65 1.88 -1.96
H -1.91 -0.25 -2.21
H -1.78 0.09 1.20
H -0.72 -2.60 1.06

Values from the calculation:
net charge = 0
LUMO level = 0.97 eV
ΔE to the lowest compared entry with this formula, charge and spin = 261.4 kJ/mol
structure (SMILES) = C\C=C/C=C\N=C\O



DFT (ωB97M-V/def2-TZVPD) results for a molecular structure, C21H16N4RhTe4.

Geometry (Å):
Rh -0.60 1.12 -0.75
C -2.73 -3.95 -0.38
C -3.16 -2.66 -0.08
C -2.26 -1.78 0.49
C -0.97 -2.24 0.75
N -0.56 -3.48 0.50
C -1.43 -4.30 -0.08
C 0.00 -1.36 1.47
C 0.35 -1.73 2.77
C 1.16 -0.90 3.51
C 1.62 0.27 2.93
C 1.26 0.55 1.61
N 0.47 -0.26 0.89
C 1.71 1.81 0.97
C 2.89 2.44 1.35
C 3.24 3.64 0.77
C 2.40 4.18 -0.19
C 1.25 3.49 -0.54
N 0.92 2.32 0.02
H -3.40 -4.67 -0.85
H -4.17 -2.34 -0.30
H -2.51 -0.74 0.68
H -1.06 -5.30 -0.31
H -0.05 -2.64 3.17
H 1.41 -1.13 4.53
H 2.20 0.99 3.49
H 3.53 1.97 2.09
H 4.16 4.14 1.05
H 2.62 5.12 -0.68
H 0.56 3.86 -1.29
Te -1.76 -0.49 -2.51
Te 0.18 1.18 -3.28
Te -1.00 3.60 -3.71
Te -2.33 2.92 -0.91
N -2.18 1.51 0.64
C -1.69 1.90 1.90
C -0.98 3.08 2.19
C -0.50 3.34 3.46
C -0.71 2.45 4.51
C -1.44 1.29 4.25
C -1.93 1.03 2.98
H -0.84 3.81 1.40
H 0.05 4.26 3.65
H -0.32 2.65 5.50
H -1.64 0.59 5.05
H -2.51 0.14 2.79

Values from the calculation:
net charge = -1
LUMO level = 2.24 eV
ΔE to the lowest compared entry with this formula, charge and spin = 0.0 kJ/mol



Calculated values (eV) of electronic energy for the records, taken in order: -32033.53186 -9272.15969 -25287.43816 -10629.04229 -17347.41774 -16706.22442 -205096.79953 -9404.54464 -101708.95720 -9902.89516 -60181.05983.